No. 1
Here is a single C2H5IN2OS molecule from OMol25. Energies are from the ωB97M-V functional and the def2-TZVPD basis.

Calculated values
Gap between HOMO and LUMO (alpha / beta) = 6.3 / 5.9 eV
E_HOMO (alpha / beta) = -5.68 / -9.46 eV

```
! wB97M-V def2-TZVPD RIJCOSX def2/J DEFGRID3
* xyz 0 3
C 0.34734 -0.18931 1.05220
C -0.54474 -0.91889 0.04589
N 0.90261 0.97679 0.46347
N -0.98077 0.06886 -0.98710
O 0.64794 1.90400 -1.75244
S -0.21631 1.66722 -0.65906
I 0.77700 -2.44495 -0.93237
H -0.27030 0.31823 1.84268
H 1.11006 -0.63068 1.57175
H -1.41731 -1.32042 0.59570
H 1.66934 0.60313 -0.14462
H -2.02486 -0.03398 -1.09610
*
```

=====

No. 2
Here is 2 unconnected molecules or ions with the total composition C2H5INO from OMol25. Energies are from the ωB97M-V functional and the def2-TZVPD basis.

Calculated values
Gap between HOMO and LUMO = 7.7 eV
E_HOMO = -3.88 eV

```
! wB97M-V def2-TZVPD RIJCOSX def2/J DEFGRID3
* xyz -1 1
I -0.78970 -3.16077 2.09394
O 0.88288 0.84028 -1.73291
C 0.32153 0.32671 -0.73396
N 0.15816 -0.99894 -0.66304
C -0.21924 1.29109 0.35757
H -0.22959 -1.37883 0.18868
H 0.82610 -1.48244 -1.24628
H -1.30909 1.29605 0.37493
H 0.08834 2.30083 0.08568
H 0.27061 0.96599 1.27543
*
```

=====

No. 3
Here is a gas-phase ion, C2H5INO (charge +1) from OMol25. Energies are from the ωB97M-V functional and the def2-TZVPD basis.

Calculated values
Gap between HOMO and LUMO = 9.8 eV
SMILES = [NH3+]CC(=O)I
E_HOMO = -13.99 eV

```
! wB97M-V def2-TZVPD RIJCOSX def2/J DEFGRID3
* xyz 1 1
C -1.25847 0.20801 -0.26571
C -0.00870 -0.49536 0.23359
N 1.20955 0.36315 0.04301
O -1.34825 1.38437 -0.30202
I -2.73833 -1.05985 -0.89510
H 0.19198 -1.43047 -0.22403
H -0.36580 -0.83910 1.26371
H 1.67474 0.50943 0.98653
H 0.95454 1.31720 -0.11700
H 1.68874 0.04262 -0.72298
*
```

=====

No. 4
Here is 2 unconnected molecules or ions with the total composition C2H5IO from OMol25. Energies are from the ωB97M-V functional and the def2-TZVPD basis.

Calculated values
Gap between HOMO and LUMO (alpha / beta) = 8.8 / 7.1 eV
E_HOMO (alpha / beta) = -8.35 / -7.56 eV

```
! wB97M-V def2-TZVPD RIJCOSX def2/J DEFGRID3
* xyz 0 1
C -0.09342 1.40361 0.39441
C 0.47794 -1.03720 -0.77868
O -0.86220 1.08422 1.42777
I -0.43996 -2.44534 0.43835
H -0.12569 1.12789 -0.67610
H 0.95313 1.57124 0.73061
H 1.48218 -1.35876 -0.71519
H 0.12931 -0.83223 -1.84904
H -1.52129 0.48658 1.02787
*
```

=====

No. 5
Here is a single C2H5IO3 molecule from OMol25. Energies are from the ωB97M-V functional and the def2-TZVPD basis.

Calculated values
Gap between HOMO and LUMO = 9.5 eV
SMILES = OCC(O)(O)I
E_HOMO = -9.27 eV

```
! wB97M-V def2-TZVPD RIJCOSX def2/J DEFGRID3
* xyz 0 1
C -0.44316 0.37735 0.25646
C 0.90727 -0.37478 0.30373
O -1.62216 -0.28519 -0.02335
O 1.97441 0.35423 0.14184
O 0.98813 -1.39981 -0.65317
I 0.99541 -1.49691 2.24973
H -0.71701 0.91482 1.22147
H -0.26524 1.20469 -0.46963
H -1.47931 -0.91894 -0.77064
H 2.30464 0.15441 -0.70455
H 0.12692 -1.90739 -0.73623
*
```

=====

No. 6
Here is 2 unconnected molecules or ions with the total composition C2H5IS from OMol25. Energies are from the ωB97M-V functional and the def2-TZVPD basis.

Calculated values
Gap between HOMO and LUMO (alpha / beta) = 8.5 / 7.0 eV
E_HOMO (alpha / beta) = -8.34 / -7.53 eV

```
! wB97M-V def2-TZVPD RIJCOSX def2/J DEFGRID3
* xyz 0 1
C -1.21050 0.48898 0.46652
C 0.73675 -1.26851 -0.56293
S -0.45199 1.93744 0.00406
I 2.31814 0.15231 -0.62078
H -2.02426 0.01196 -0.17115
H -0.85853 0.15702 1.38359
H 0.50358 -1.28217 -1.65152
H 0.98302 -2.28004 -0.18931
H 0.00378 2.08302 1.34152
*
```

=====

No. 7
Here is 2 unconnected molecules or ions with the total composition C2H5IS2 from OMol25. Energies are from the ωB97M-V functional and the def2-TZVPD basis.

Calculated values
Gap between HOMO and LUMO (alpha / beta) = 7.4 / 7.3 eV
E_HOMO (alpha / beta) = -8.32 / -8.32 eV

```
! wB97M-V def2-TZVPD RIJCOSX def2/J DEFGRID3
* xyz 0 1
C -0.73055 -0.73793 -0.98382
C -0.54924 -0.12460 0.37151
S -0.36985 1.69765 2.61834
S -0.59491 1.52967 0.71477
I 2.81663 -0.28711 -0.28370
H -0.75084 0.10335 -1.75088
H -1.73533 -1.12054 -1.06865
H 0.10065 -1.39669 -1.30099
H -0.71422 -0.77291 1.36109
H 2.52767 1.10910 0.32233
*
```

=====

No. 8
Here is a molecular structure, C2H5N2 from OMol25. Energies are from the ωB97M-V functional and the def2-TZVPD basis.

Calculated values
Gap between HOMO and LUMO (alpha / beta) = 9.4 / 9.3 eV
E_HOMO (alpha / beta) = -15.11 / -15.31 eV

```
! wB97M-V def2-TZVPD RIJCOSX def2/J DEFGRID3
* xyz 1 1
C 1.29831 0.20314 0.03360
C -0.55000 -0.29695 -0.16783
N 0.67712 -0.98076 -0.00666
N 0.17424 0.91717 -0.06442
H 2.33399 0.48467 0.06222
H -1.22197 -0.50903 -0.98218
H -2.03193 -0.38608 1.12211
H 0.98184 -1.93962 -0.06136
H -0.06526 1.89417 -0.05171
*
```

=====

No. 9
Here is 2 unconnected molecules or ions with the total composition C2H5N2 from OMol25. Energies are from the ωB97M-V functional and the def2-TZVPD basis.

Calculated values
Gap between HOMO and LUMO = 10.0 eV
E_HOMO = -14.97 eV

```
! wB97M-V def2-TZVPD RIJCOSX def2/J DEFGRID3
* xyz 1 1
C -0.87334 0.74057 -0.54570
C 0.09856 -0.77064 0.63082
N -1.51391 1.77897 -0.61304
N 1.31452 -0.94069 0.31102
H -0.63675 0.27756 -1.43339
H -0.30062 -1.45472 1.29635
H -1.89512 2.36811 0.09344
H 1.96125 -1.56010 0.67511
H 1.84541 -0.43906 -0.41459
*
```

=====

No. 10
Here is 2 unconnected molecules or ions with the total composition C2H5N2 from OMol25. Energies are from the ωB97M-V functional and the def2-TZVPD basis.

Calculated values
Gap between HOMO and LUMO (alpha / beta) = 7.6 / 7.6 eV
E_HOMO (alpha / beta) = -14.41 / -14.41 eV

```
! wB97M-V def2-TZVPD RIJCOSX def2/J DEFGRID3
* xyz 1 1
C -1.52800 0.64990 -0.00294
C 2.16926 0.17853 0.16835
N 0.97369 0.25015 -0.31284
N -2.35533 -0.26902 0.13715
H 3.01509 -0.15010 -0.34618
H 2.46625 0.41911 1.25632
H 0.77312 0.11092 -1.27582
H -2.33584 -1.10284 0.76329
H -3.17824 -0.08665 -0.38732
*
```